Run P
The following is a DFT calculation (ωB97M-V/def2-TZVPD) of one molecule with the formula C6H9N3O2.

Values from the calculation:
structure (SMILES)	Cc1cnc([C@@H](N)C(=O)O)[nH]1
HOMO-LUMO gap	9.2	eV
lowest unoccupied orbital energy	0.3	eV

Geometry as ORCA input:
```
! RIJCOSX wB97M-V def2-TZVPD def2/J DEFGRID3
* xyz 0 1
C -2.156 0.454 0.336
C 0.724 -1.914 0.199
H -1.723 2.600 0.305
N 0.329 0.217 -0.085
N -2.231 1.860 -0.235
O -4.317 0.113 -0.737
H 3.262 -0.925 -0.992
C -0.794 -0.420 0.191
C 2.740 -0.235 -0.321
H -1.905 1.849 -1.211
C 1.353 -0.692 -0.097
H 2.558 0.886 -0.633
H -2.303 0.654 1.485
H 3.297 -0.247 0.652
H -2.424 -1.819 0.508
O -3.355 -1.616 0.363
H 1.132 -2.880 0.373
H 0.477 1.117 -0.612
C -3.417 -0.377 -0.083
N -0.603 -1.696 0.261
*
```

natural (NBO) atomic charge list, values in e, 5 entries: C -0.197; C -0.086; H 0.372; N -0.525; N -0.815



Run Q
The following is a DFT calculation (ωB97M-V/def2-TZVPD) of one molecule with the formula C6H9N3O2.

Values from the calculation:
HOMO-LUMO gap	9.2	eV
lowest unoccupied orbital energy	0.8	eV

Geometry as ORCA input:
```
! RIJCOSX wB97M-V def2-TZVPD def2/J DEFGRID3
* xyz 0 1
H -1.605 -1.064 1.759
H -2.488 1.711 -1.792
H 0.430 1.019 2.482
H 2.625 -0.642 2.687
H 0.054 -0.434 3.226
H 0.471 0.787 -2.404
C -1.524 1.847 -2.380
C 0.929 -1.029 -0.153
H -1.791 1.599 -3.436
H 1.473 -2.579 -0.882
C 1.803 -0.634 1.926
N -0.454 0.937 -1.883
C 0.398 -0.115 2.291
N -1.204 0.371 0.304
H -1.102 2.885 -2.301
C -0.511 0.337 -0.756
O -0.127 -1.654 0.517
N 2.138 -0.977 0.764
O 1.228 -1.760 -1.262
C -0.742 -0.606 1.291
*
```

natural (NBO) atomic charge list, values in e, 5 entries: H 0.197; H 0.239; H 0.243; H 0.190; H 0.229



Run R
The following is a DFT calculation (ωB97M-V/def2-TZVPD) of C6H9N3O2 as an isolated structure.

Values from the calculation:
HOMO-LUMO gap	9.4	eV
lowest unoccupied orbital energy	0.5	eV

Geometry as ORCA input:
```
! RIJCOSX wB97M-V def2-TZVPD def2/J DEFGRID3
* xyz 0 1
C 3.169 -0.129 0.155
H -1.894 -1.632 -0.133
C -2.503 -0.197 1.265
H -2.630 -1.153 2.039
C -0.472 0.421 -0.560
H -1.538 0.448 1.453
N 1.361 1.525 -0.168
C 1.754 0.181 -0.288
H -1.955 -0.292 -1.924
C 0.588 -0.577 -0.541
O 3.871 0.653 0.681
C -1.865 0.240 -0.950
H 2.056 2.308 0.103
N -2.451 -0.738 -0.096
H -2.344 1.338 -0.912
H -3.748 0.446 1.383
O 3.586 -1.294 -0.314
N 0.043 1.574 -0.312
H 0.440 -1.611 -0.943
H 4.532 -1.511 0.061
*
```

natural (NBO) atomic charge list, values in e, 5 entries: C 0.774; H 0.358; C -0.434; H 0.210; C 0.102



Name the least stable of them. run Q.



Run P
The following is a DFT calculation (ωB97M-V/def2-TZVPD) of a 6-piece molecular cluster, H12O5S2 overall.

Values from the calculation:
structure (SMILES)	SS.O.O.O.O.O
HOMO-LUMO gap	9.3	eV
lowest unoccupied orbital energy	0.3	eV

Geometry as ORCA input:
```
! RIJCOSX wB97M-V def2-TZVPD def2/J DEFGRID3
* xyz 0 1
H 3.604 -1.169 -1.950
H 4.216 -2.236 -2.802
H -2.596 -2.202 -5.943
O 3.549 -1.544 -2.867
H 4.488 1.601 1.254
O -2.978 -2.168 4.270
S 2.179 1.841 0.360
H -1.911 -3.185 -4.947
H -3.788 1.350 -0.924
S 4.198 1.972 0.006
O -2.715 -2.934 -5.363
H -5.985 -0.728 5.090
H -2.886 -1.473 4.926
H -3.043 0.998 -2.179
H 1.780 3.004 -0.143
H -3.150 -1.667 3.467
O -2.896 1.201 -1.249
H -5.481 -2.091 4.603
O -5.919 -1.300 4.313
*
```

natural (NBO) atomic charge list, values in e, 5 entries: H 0.469; H 0.463; H 0.472; O -0.934; H 0.131



Run Q
The following is a DFT calculation (ωB97M-V/def2-TZVPD) of a 6-piece molecular cluster, H12O5S2 overall.

Values from the calculation:
structure (SMILES)	SS.O.O.O.O.O
HOMO-LUMO gap	8.4	eV
lowest unoccupied orbital energy	0.2	eV

Geometry as ORCA input:
```
! RIJCOSX wB97M-V def2-TZVPD def2/J DEFGRID3
* xyz 0 1
H -0.781 -2.592 0.595
S 1.855 -1.579 -1.015
H 0.622 0.886 -1.311
O 1.273 1.416 -0.793
H 2.058 -0.744 1.346
H -3.372 2.108 0.992
H -0.489 0.979 1.637
O 0.421 0.918 1.891
O -1.442 0.141 -1.595
H -1.161 -0.696 -1.127
H 1.691 2.038 -1.427
O -0.519 -1.703 0.489
H 2.832 -2.189 -1.704
S 2.668 -1.853 0.836
H 0.867 1.089 1.036
H -2.277 1.459 0.226
H -0.306 -1.330 1.386
O -2.517 1.679 1.095
H -1.424 -0.027 -2.553
*
```

natural (NBO) atomic charge list, values in e, 5 entries: H 0.482; S -0.145; H 0.499; O -0.981; H 0.162



Name the least stable of them. run P.



Run P
The following is a DFT calculation (ωB97M-V/def2-TZVPD) of one molecule with the formula C3H7N3S.

Values from the calculation:
structure (SMILES)	NC(N)=C/C=N\S
HOMO-LUMO gap	9.0	eV
lowest unoccupied orbital energy	0.8	eV

Geometry as ORCA input:
```
! RIJCOSX wB97M-V def2-TZVPD def2/J DEFGRID3
* xyz 0 1
H 0.199 2.712 -0.835
S -1.613 -1.762 -0.736
H 1.228 -1.974 1.355
H 1.732 1.998 -0.972
H -1.448 0.327 0.575
C 0.550 -1.501 0.567
N -1.015 1.188 0.375
C 0.937 -0.290 -0.103
C 0.277 0.923 -0.057
N 0.914 2.097 -0.440
H -2.260 -2.957 -1.027
H -0.947 1.778 1.358
N -0.487 -2.276 0.445
H 1.932 -0.262 -0.506
*
```

natural (NBO) atomic charge list, values in e, 5 entries: H 0.387; S 0.099; H 0.190; H 0.382; H 0.384



Run Q
The following is a DFT calculation (ωB97M-V/def2-TZVPD) of one molecule with the formula C3H7N3S.

Values from the calculation:
structure (SMILES)	[H]/N=C(/C)N/C=N\S
HOMO-LUMO gap	9.3	eV
lowest unoccupied orbital energy	0.0	eV

Geometry as ORCA input:
```
! RIJCOSX wB97M-V def2-TZVPD def2/J DEFGRID3
* xyz 0 1
N -1.218 1.336 -1.638
H -0.410 -1.837 -0.535
H -2.089 -0.384 -1.560
C -1.241 0.150 -1.227
S 0.029 2.576 -1.277
C 1.189 -0.994 1.204
H 2.504 -0.853 1.130
C 0.201 -0.032 0.602
H 1.063 -0.959 2.307
H -1.190 1.209 0.633
N -0.506 0.823 1.298
H 0.950 -2.000 0.637
H 0.886 1.602 -0.912
N -0.167 -0.636 -0.662
*
```

natural (NBO) atomic charge list, values in e, 5 entries: N -0.549; H 0.415; H 0.183; C 0.214; S 0.185



Run R
The following is a DFT calculation (ωB97M-V/def2-TZVPD) of one molecule with the formula C3H7N3S.

Values from the calculation:
structure (SMILES)	[H]/N=C(\NS)N1CC1
HOMO-LUMO gap	8.9	eV
lowest unoccupied orbital energy	0.8	eV

Geometry as ORCA input:
```
! RIJCOSX wB97M-V def2-TZVPD def2/J DEFGRID3
* xyz 0 1
S -2.236 -0.562 0.002
H 0.522 2.685 0.000
N 0.728 -0.573 0.002
H 2.408 0.133 1.214
C 1.987 -0.769 0.725
H 2.363 0.098 -1.198
N 1.001 1.768 -0.002
C 1.979 -0.764 -0.740
C 0.224 0.754 -0.004
N -1.147 0.797 0.001
H 2.059 -1.708 1.335
H -1.233 -1.436 0.004
H -1.577 1.679 0.008
H 2.028 -1.736 -1.286
*
```

natural (NBO) atomic charge list, values in e, 5 entries: S 0.141; H 0.346; N -0.488; H 0.227; C -0.243



Name the least stable of them. run Q.



Run P
The following is a DFT calculation (ωB97M-V/def2-TZVPD) of one molecule with the formula C3H7N3S.

Values from the calculation:
HOMO-LUMO gap (alpha / beta)	7.7 / 7.7	eV
lowest unoccupied orbital energy (alpha / beta)	0.1 / 0.1	eV

Geometry as ORCA input:
```
! RIJCOSX wB97M-V def2-TZVPD def2/J DEFGRID3
* xyz 0 1
N 0.650 -1.241 0.767
H 2.135 0.476 -0.751
N -0.066 -1.948 0.043
H 2.707 0.965 0.809
H -0.780 -1.476 -1.839
H 1.588 1.850 0.161
H -2.115 -1.676 -0.629
C 1.745 0.859 0.191
H 0.506 0.412 1.866
H -2.595 2.033 -0.418
C -1.078 -1.293 -0.701
N -1.071 0.104 -0.535
S -2.358 0.829 0.217
C 0.732 0.107 0.818
*
```

natural (NBO) atomic charge list, values in e, 5 entries: N -0.123; H 0.236; N -0.069; H 0.239; H 0.222



Run Q
The following is a DFT calculation (ωB97M-V/def2-TZVPD) of one molecule with the formula C3H7N3S.

Values from the calculation:
structure (SMILES)	CN/C=N\C=N/S
HOMO-LUMO gap	9.2	eV
lowest unoccupied orbital energy	0.7	eV

Geometry as ORCA input:
```
! RIJCOSX wB97M-V def2-TZVPD def2/J DEFGRID3
* xyz 0 1
N 0.424 1.947 0.724
C 0.564 -0.651 -1.345
H 1.509 -0.487 -0.861
H 0.702 -1.274 -2.250
H -1.083 3.286 -0.252
S -1.248 2.101 0.343
N -0.212 -1.485 -0.444
H -1.410 -1.740 1.197
N -0.205 -0.182 1.629
C 0.686 0.844 1.272
H 0.020 0.258 -1.514
C -0.613 -1.066 0.801
H 1.731 0.603 1.527
H -0.862 -2.154 -0.828
*
```

natural (NBO) atomic charge list, values in e, 5 entries: N -0.579; C -0.421; H 0.207; H 0.210; H 0.112



Name the least stable of them. run P.



Run P
The following is a DFT calculation (ωB97M-V/def2-TZVPD) of one molecule with the formula C3H7N3S.

Values from the calculation:
structure (SMILES)	[H]/N=C(/N)NC(C)=S
HOMO-LUMO gap	9.1	eV
lowest unoccupied orbital energy	0.4	eV

Geometry as ORCA input:
```
! RIJCOSX wB97M-V def2-TZVPD def2/J DEFGRID3
* xyz 0 1
H 0.441 -1.769 -0.491
N 0.249 -0.842 -0.105
H 2.127 1.676 0.879
C -1.099 -0.356 -0.298
N -1.455 0.713 -0.838
H 1.069 1.970 -0.396
S 2.794 -0.880 -0.335
H -0.674 1.267 -1.198
H -2.953 -0.962 0.326
C 1.420 -0.121 -0.009
H -1.612 -2.023 0.743
H 0.412 1.332 1.119
C 1.262 1.273 0.389
N -1.980 -1.277 0.216
*
```

natural (NBO) atomic charge list, values in e, 5 entries: H 0.415; N -0.654; H 0.249; C 0.573; N -0.715



Run Q
The following is a DFT calculation (ωB97M-V/def2-TZVPD) of one molecule with the formula C3H7N3S.

Values from the calculation:
HOMO-LUMO gap (alpha / beta)	6.2 / 6.2	eV
lowest unoccupied orbital energy (alpha / beta)	-1.4 / -1.4	eV

Geometry as ORCA input:
```
! RIJCOSX wB97M-V def2-TZVPD def2/J DEFGRID3
* xyz 0 1
H -0.509 1.918 0.706
N 1.639 1.774 -0.238
H -1.819 -0.480 -1.141
H -0.151 -1.191 -1.550
S 3.103 -0.553 -0.217
H -1.167 -1.774 0.026
H 2.351 1.968 -0.887
N -0.915 1.302 0.010
N -0.456 0.152 0.224
C 0.657 -0.060 0.986
H 0.807 -1.036 1.391
C 1.877 0.567 0.085
C -0.853 -0.955 -0.648
H 0.736 0.734 1.771
*
```

natural (NBO) atomic charge list, values in e, 5 entries: H 0.362; N -0.785; H 0.240; H 0.281; S -0.311



Name the least stable of them. run Q.



Run P
The following is a DFT calculation (ωB97M-V/def2-TZVPD) of a 2-piece molecular cluster, FH3N2 overall.

Values from the calculation:
HOMO-LUMO gap (alpha / beta)	7.2 / 7.2	eV
lowest unoccupied orbital energy (alpha / beta)	-2.2 / -2.2	eV

Geometry as ORCA input:
```
! RIJCOSX wB97M-V def2-TZVPD def2/J DEFGRID3
* xyz 0 1
H -0.692 -1.707 -1.001
N -0.054 0.796 -0.001
H -0.279 0.866 1.076
N 0.183 -1.736 -0.285
F 1.330 -1.571 -0.938
H 0.861 0.925 -0.139
*
```

natural (NBO) atomic charge list, values in e, 5 entries: H 0.325; N -0.694; H 0.336; N -0.063; F -0.207



Run Q
The following is a DFT calculation (ωB97M-V/def2-TZVPD) of one molecule with the formula FH3N2.

Values from the calculation:
structure (SMILES)	NNF
HOMO-LUMO gap	11.0	eV
lowest unoccupied orbital energy	1.0	eV

Geometry as ORCA input:
```
! RIJCOSX wB97M-V def2-TZVPD def2/J DEFGRID3
* xyz 0 1
N -0.357 -0.034 -0.311
H -0.572 -0.553 0.520
H 0.630 0.946 0.835
N 0.794 0.606 -0.154
H -0.413 -0.718 -1.167
F 2.122 -0.176 0.003
*
```

natural (NBO) atomic charge list, values in e, 5 entries: N -0.587; H 0.337; H 0.332; N -0.079; H 0.374



Name the least stable of them. run P.